Computed, not measured: C17H23N5OS2 as an isolated structure at a distorted geometry, with ωB97M-V with the def2-TZVPD basis set.

Values from the calculation:
- frontier orbital gap (eV) = 8.720
- multiplicity = 1
- E_LUMO (eV) = 0.3

Cartesian coordinates (Å):
C (5.079, 0.567, -0.521)
C (4.241, 1.224, -1.605)
H (4.096, 2.369, -1.348)
C (2.787, 0.493, -1.700)
N (2.068, 0.375, -0.565)
C (1.970, -0.527, 0.577)
N (1.247, -0.199, 1.739)
N (0.863, 1.188, 1.216)
C (1.251, 1.576, 0.070)
C (1.000, 2.813, -0.466)
C (1.373, 4.195, 0.471)
H (0.864, 3.989, 1.327)
H (2.535, 3.785, 0.465)
H (1.177, 5.044, 0.062)
C (-0.566, 2.903, -0.788)
H (-0.907, 3.839, -0.978)
H (-0.855, 1.955, -1.263)
H (-1.091, 2.759, 0.381)
H (1.565, 3.047, -1.492)
S (2.669, -1.981, 0.392)
C (1.275, -3.008, 0.905)
C (-0.055, -2.495, 0.425)
O (-0.227, -2.857, -0.793)
N (-0.772, -1.644, 1.114)
C (-1.730, -0.852, 0.054)
C (-2.401, 0.028, 0.803)
C (-2.358, 0.283, 2.129)
N (-2.272, 1.007, 3.182)
C (-3.492, 0.494, -0.028)
C (-3.298, -0.149, -1.266)
S (-2.115, -1.260, -1.393)
C (-4.174, 0.139, -2.681)
H (-3.972, 1.234, -2.865)
H (-3.875, -0.633, -3.382)
H (-5.237, -0.044, -2.343)
C (-4.308, 1.856, 0.197)
H (-4.202, 1.990, 1.016)
H (-5.383, 1.358, 0.276)
H (-4.176, 2.540, -0.488)
H (-0.493, -1.159, 1.908)
H (1.651, -4.118, 0.942)
H (1.145, -2.738, 2.304)
H (1.997, 0.955, -2.398)
H (2.826, -0.666, -1.915)
H (4.425, 1.272, -2.671)
H (4.790, 0.570, 0.394)
H (5.243, -0.594, -0.807)
H (6.132, 0.906, -0.584)